# 1
17
Properties=species:S:1:pos:R:3:mulliken_charge:R:1 method="wB97M-V/def2-TZVPD" gap_ev=10.18 e_above_lowest_kj_mol=493.2 multiplicity=1 smiles=O[C@H]1[C@H]2N[C@H]2C[C@H]1O energy_ha=-400.98893
O -0.26025 -1.78972 -0.67469 -0.569
C -0.05089 -1.12339 0.59716 -0.035
C 1.19741 -0.36289 0.76186 -0.514
N 1.88578 -0.32543 -0.61675 -0.621
C 1.03288 0.81737 -0.06434 -0.087
C -0.48039 1.14124 -0.41034 -0.949
C -1.13224 0.04578 0.54658 -0.161
O -2.35834 -0.25131 -0.23723 -0.507
H 0.10231 -1.40157 -1.61657 0.384
H -0.31247 -1.96596 1.37643 0.332
H 1.76254 -0.44588 1.57087 0.645
H 2.84503 0.00590 -0.74533 0.259
H 1.56354 1.78364 0.22260 0.373
H -1.06540 2.03270 -0.61986 0.475
H -0.61900 0.69615 -1.46603 0.242
H -1.40533 0.57460 1.42260 0.418
H -2.70519 0.56875 -0.04695 0.316

# 2
17
Properties=species:S:1:pos:R:3:mulliken_charge:R:1 method="wB97M-V/def2-TZVPD" gap_ev=8.41 e_above_lowest_kj_mol=164.3 multiplicity=1 smiles="C=C(N)CCC(=O)O" energy_ha=-401.11416
C -0.08905 -0.58496 -2.57549 -0.952
C 0.43311 -0.51136 -1.28328 0.708
N 1.70278 -0.72050 -0.87367 -0.528
C -0.63300 -0.64030 -0.10928 -1.113
C -0.97352 0.54857 0.82936 -0.219
C -0.02008 0.90022 1.91002 0.604
O 1.21926 0.82999 1.78509 -0.632
O -0.55798 1.31492 3.04222 -0.494
H 0.68921 -0.57270 -3.38078 0.220
H -1.16989 -0.63317 -2.68135 0.250
H 2.00811 -0.56346 0.11086 0.272
H 2.37618 -0.28692 -1.50678 0.250
H -0.42048 -1.53877 0.54965 0.360
H -1.58316 -0.90848 -0.63837 0.362
H -1.23559 1.38055 0.01755 0.238
H -1.98278 0.20227 1.18681 0.271
H 0.23688 1.78410 3.61743 0.403

# 3
17
Properties=species:S:1:pos:R:3:mulliken_charge:R:1 method="wB97M-V/def2-TZVPD" gap_ev=10.21 e_above_lowest_kj_mol=84.9 multiplicity=1 smiles="O=C(O)[C@@H]1CCCN1" energy_ha=-401.14441
O 2.00721 -0.07650 0.96737 -0.612
C 0.79831 0.02332 1.06312 0.285
O 0.28968 0.93036 1.82145 -0.485
C -0.14985 -0.82204 0.30973 0.423
C 0.30714 -1.01458 -1.11415 -0.724
C -0.06175 0.35245 -1.77197 -0.696
C -1.48128 0.56761 -1.21221 -0.582
N -1.37875 0.01955 0.16697 -0.611
H -0.69008 0.73425 1.83136 0.426
H -0.33945 -1.77544 0.71480 0.374
H 1.42598 -1.09300 -1.04286 0.335
H -0.05607 -2.00608 -1.56063 0.310
H -0.18821 0.31209 -2.86395 0.371
H 0.71754 1.07500 -1.57492 0.299
H -1.65040 1.64246 -1.07506 0.306
H -2.17770 0.02652 -1.85914 0.340
H -2.24097 -0.52418 0.30389 0.241